ORCA calculation (ωB97M-V/def2-TZVPD) on a cluster of 2 separate species, C3H2NOS2 in total.

```
9
Properties=species:S:1:pos:R:3:forces:R:3:lowdin_charge:R:1
C 0.556294 -0.798600 0.765415 3.2 0.7 0.1 -0.51
C 0.252518 0.571596 0.827324 0.4 -1.0 -1.2 -0.77
C -0.801175 1.152069 -1.753653 1.2 -3.5 -1.2 -0.96
N -0.198868 -1.789785 1.025029 -2.4 -0.6 0.6 -0.05
O -0.410021 0.163016 -2.247774 -0.2 1.0 0.3 0.04
S 0.365115 2.013189 1.500068 0.1 0.0 0.7 0.42
S -1.492600 2.444417 -1.356502 -1.0 2.3 0.7 0.72
H 1.721696 -1.013547 0.457395 -2.3 0.9 0.2 0.13
H 0.007041 -2.742356 0.782696 1.0 0.2 -0.2 -0.02
```
Forces are in eV/Å.

Output
- DFT total energy (Eh) = -1041.8410
- net charge = -1
- Kohn-Sham gap (eV) = 5.01
- molecular weight (g/mol) = 132.2

***

ORCA calculation (ωB97M-V/def2-TZVPD) on a cluster of 2 separate species, C6H15NO2 in total.

```
24
Properties=species:S:1:pos:R:3:forces:R:3:lowdin_charge:R:1
C -0.304320 -1.468149 0.603707 -0.7 -0.1 0.0 -0.49
C -0.129768 0.058321 -1.250866 0.6 0.7 -0.5 -0.44
C 1.081004 0.737466 1.267592 -0.2 0.1 -0.8 -0.22
C 0.702282 -0.663415 -2.285363 -0.3 -0.1 0.1 -0.08
C -1.120574 1.025167 -1.845920 0.0 -0.3 0.0 -0.09
C 0.003972 1.626468 1.879975 0.1 0.0 0.0 -0.17
N -1.059731 -1.735369 1.711509 0.8 0.1 -1.4 0.21
O -0.859702 -0.813683 -0.366010 0.4 -0.6 1.2 0.03
O 0.781650 -2.260587 0.458759 -0.4 0.5 0.4 0.11
H 1.520365 -1.737345 0.120207 -0.1 0.1 -0.1 0.11
H 0.716783 0.512003 0.058255 0.2 -0.2 0.9 0.08
H -1.883991 -1.167781 1.828447 0.1 -0.2 0.3 0.12
H -0.641376 -2.314135 2.421875 -0.3 0.2 0.0 0.12
H 1.980806 1.324058 1.053371 0.0 0.0 0.1 0.06
H 1.390408 -0.043230 1.966866 0.0 -0.1 -0.1 0.05
H -1.782867 0.564510 -2.592897 -0.1 0.0 -0.1 0.07
H 1.382268 -1.407180 -1.862551 0.0 0.0 -0.1 0.06
H 0.089109 -1.175387 -3.039586 0.0 -0.1 -0.1 0.08
H 1.319518 0.070204 -2.808921 -0.1 0.0 0.0 0.08
H -0.577758 1.832195 -2.342193 0.0 0.0 0.0 0.08
H -1.746201 1.463981 -1.068607 0.0 0.1 0.0 0.07
H -0.892203 1.047597 2.121037 0.0 0.0 0.0 0.04
H -0.302289 2.402054 1.174016 0.0 0.0 0.0 0.06
H 0.332617 2.122238 2.797297 -0.1 0.0 0.0 0.06
```
Forces are in eV/Å.

Output
- DFT total energy (Eh) = -442.7073
- Kohn-Sham gap (alpha / beta) (eV) = 6.67 / 6.67
- molecular weight (g/mol) = 133.2

***

ORCA calculation (ωB97M-V/def2-TZVPD) on the molecule C21H21FN4O5S.

```
53
Properties=species:S:1:pos:R:3:forces:R:3:lowdin_charge:R:1
C -6.762141 0.470110 -0.801578 0.0 0.2 -0.4 -0.03
O -6.223645 -0.203289 0.332427 -0.2 -0.1 0.4 -0.04
C -5.089680 -0.858130 0.159524 0.1 -0.5 0.1 -0.60
O -4.535959 -1.028015 -0.897687 -0.1 0.0 -0.1 0.10
C -4.530197 -1.344922 1.477902 0.2 0.3 0.0 -0.31
S -3.747480 0.103696 2.302253 -0.1 0.1 -0.1 0.99
C -3.293669 0.979068 0.854149 0.3 -0.4 0.5 -0.65
N -3.923440 1.985928 0.322238 -0.7 -0.1 0.8 0.04
N -3.277431 2.324630 -0.798042 0.5 0.5 -1.1 0.08
C -2.267034 1.513239 -0.954723 0.1 -0.2 0.2 -0.27
C -1.254063 1.554764 -2.042582 0.0 -0.1 -0.3 -0.07
N 0.081319 1.591913 -1.490097 0.0 0.4 0.0 0.09
C 0.942371 0.551384 -1.621520 -0.2 0.1 -0.2 -0.44
O 0.674653 -0.410617 -2.318360 0.2 -0.1 -0.1 0.07
C 2.208297 0.636237 -0.838385 0.6 0.0 0.3 -0.13
C 2.982856 -0.523719 -0.815962 0.1 -0.2 -0.1 0.03
C 4.158344 -0.561989 -0.082715 -0.3 0.3 -0.1 -0.26
O 4.984589 -1.631723 0.007670 0.1 0.3 0.2 -0.07
C 4.636889 -2.811469 -0.684613 -0.1 -0.2 -0.1 -0.07
C 4.563352 0.566424 0.636210 0.1 0.1 0.1 0.07
C 3.800874 1.721735 0.606128 -0.1 -0.2 -0.1 -0.26
O 4.109102 2.870984 1.263600 -0.2 -0.1 -0.2 -0.08
C 5.295719 2.916104 2.020852 0.2 0.0 0.1 -0.08
C 2.616945 1.757025 -0.135277 -0.1 -0.1 -0.1 0.04
N -2.216336 0.629170 0.084742 -0.5 0.8 -0.3 0.05
C -1.295364 -0.419503 0.293654 0.3 -0.5 0.1 -0.24
C -0.335993 -0.296833 1.290829 -0.1 -0.1 -0.2 0.00
C 0.590710 -1.305399 1.471199 0.0 -0.1 0.0 0.01
C 0.529755 -2.416245 0.649089 -0.2 0.1 -0.1 -0.27
F 1.443868 -3.394374 0.814400 0.0 0.0 0.0 0.06
C -0.432340 -2.560289 -0.333912 0.2 -0.1 0.2 0.02
C -1.355107 -1.548235 -0.513640 0.0 0.2 0.2 0.00
H -7.799435 0.686993 -0.561814 0.1 0.0 0.0 0.09
H -6.688708 -0.162661 -1.687705 -0.1 0.1 0.1 0.09
H -6.205688 1.395424 -0.965198 0.0 -0.1 0.0 0.09
H -5.316861 -1.682447 2.147869 0.0 0.0 0.0 0.08
H -3.777587 -2.116696 1.319922 -0.2 0.0 -0.1 0.08
H -1.450609 2.432837 -2.663453 0.0 -0.2 0.0 0.13
H -1.309632 0.650026 -2.658073 0.0 0.2 0.0 0.13
H 0.307666 2.363178 -0.884912 0.0 -0.1 0.0 0.13
H 2.629396 -1.367711 -1.384698 0.0 -0.1 0.0 0.11
H 5.443240 -3.515029 -0.484965 -0.1 0.0 0.0 0.09
H 3.695070 -3.226541 -0.317758 0.0 0.0 0.0 0.08
H 4.565630 -2.635531 -1.761741 0.0 0.0 0.0 0.10
H 5.481427 0.495317 1.195090 0.1 0.0 0.1 0.12
H 5.337345 3.919460 2.441448 0.0 -0.1 0.0 0.09
H 6.176906 2.748101 1.394452 0.0 0.0 0.0 0.10
H 5.280876 2.182869 2.833084 0.0 0.0 0.0 0.10
H 2.076122 2.689737 -0.137287 -0.1 0.1 0.0 0.12
H -0.313733 0.584981 1.913091 0.0 0.1 0.0 0.13
H 1.356842 -1.233000 2.225945 0.1 0.0 0.1 0.13
H -0.444527 -3.441609 -0.953960 0.0 -0.1 -0.1 0.13
H -2.123487 -1.625340 -1.267116 -0.1 0.0 0.0 0.12
```
Forces are in eV/Å.

Output
- DFT total energy (Eh) = -1906.1285
- Kohn-Sham gap (eV) = 9.17
- molecular weight (g/mol) = 460.5

***

ORCA calculation (ωB97M-V/def2-TZVPD) on the molecule C2HClO4S.

```
9
Properties=species:S:1:pos:R:3:forces:R:3:lowdin_charge:R:1
O -0.344729 2.170752 0.629458 0.5 -0.4 -0.7 0.13
C -0.825330 1.305993 -0.027426 -4.5 0.2 1.0 -0.25
C -0.159672 0.355212 -0.977491 1.8 -1.0 1.8 -0.30
O -0.131202 0.105945 -2.101729 -0.3 0.1 -1.1 0.20
S 0.689716 -0.882845 0.454020 -0.1 0.1 -0.2 0.35
O -0.493708 -1.518458 0.922009 -0.9 -0.6 0.0 -0.35
O 1.463746 -0.183201 1.418036 0.7 0.3 -0.2 -0.33
Cl 1.854608 -2.348922 -0.436702 -0.2 0.6 -0.1 0.34
H -2.053429 0.995525 0.119824 3.0 0.7 -0.5 0.21
```
Forces are in eV/Å.

Output
- DFT total energy (Eh) = -1236.0543
- Kohn-Sham gap (eV) = 8.78
- molecular weight (g/mol) = 156.5

***

ORCA calculation (ωB97M-V/def2-TZVPD) on a cluster of 3 separate species, C23H31ClN3O3 in total.

```
61
Properties=species:S:1:pos:R:3:forces:R:3:lowdin_charge:R:1
C 5.779546 -0.463322 1.202438 0.7 0.0 -0.5 -0.15
C 6.037693 1.091100 1.693650 -0.6 -0.2 0.3 -0.20
C 5.069818 2.189661 0.900144 1.6 -1.2 -0.2 -0.20
O 4.111042 2.685573 1.903607 -1.2 0.1 -2.1 -0.22
C 2.826399 3.075923 1.302663 -0.3 -0.5 0.5 -0.14
C 1.947057 1.747326 0.917507 -0.3 -0.8 -4.6 -0.04
C 1.879254 1.416773 -0.687111 -2.3 -2.1 7.9 0.09
N 0.976360 0.170389 -0.606674 1.3 2.9 3.6 -0.13
N 0.714401 -0.376800 -1.853762 -1.3 -1.3 -0.1 0.08
C 0.523879 -0.232902 0.791838 1.5 2.6 -1.2 0.02
C -0.467632 -1.478884 1.180156 0.0 -0.7 -1.3 -0.07
C -1.978059 -1.371144 0.471652 1.2 0.4 1.0 -0.20
O -2.708703 -0.327272 1.240871 0.9 -2.4 0.5 -0.13
N 1.161242 0.758143 1.749349 0.8 0.2 -5.3 0.00
C 1.084391 0.900006 3.253253 1.1 0.8 1.4 -0.08
C 1.175779 -0.505173 4.092321 -6.1 -3.3 3.7 -0.54
O 0.085462 -0.994210 4.744494 7.5 3.7 -4.7 -0.08
Cl 2.723652 -1.560203 4.265368 -2.2 2.1 -0.7 0.58
H 4.696383 -0.863059 1.417966 2.0 1.0 -0.5 0.06
H 6.519660 -1.214459 1.739229 -1.5 1.7 -1.0 0.09
H 6.017898 -0.535779 0.042530 -0.7 0.0 2.4 0.08
H 5.738188 1.128815 2.846291 0.9 0.2 -2.5 0.12
H 7.161312 1.402871 1.528154 -2.3 -0.8 0.5 0.12
H 4.583482 1.618191 -0.001276 0.5 1.1 1.8 0.11
H 5.736442 3.051195 0.423125 -1.6 -1.5 1.3 0.14
H 2.226085 3.736761 2.087293 1.5 -1.3 -1.8 0.15
H 3.024113 3.661777 0.284008 -0.7 -1.2 2.2 0.15
H 2.346737 1.946135 -1.624405 -1.2 -1.5 2.0 0.16
H 0.408141 0.350545 -2.538517 0.0 -0.7 1.1 0.13
H 0.028222 -1.159817 -1.773547 0.8 1.0 -0.3 0.11
H -0.672013 -1.618692 2.323718 0.9 0.6 -2.1 0.12
H 0.027144 -2.471611 0.759289 -0.8 2.1 1.0 0.14
H -2.482993 -2.441960 0.563183 1.0 2.3 -0.4 0.14
H -1.824623 -1.019264 -0.633769 -0.8 -0.6 2.2 0.12
H -2.754391 -0.693674 2.191693 -0.1 0.9 -2.2 0.12
H 2.040781 1.538865 3.572977 -1.9 -1.5 -0.9 0.16
H 0.156740 1.552308 3.623259 1.7 -2.0 -1.0 0.18
C -0.676839 4.061503 -1.646286 -0.2 -0.1 0.0 -0.11
C -1.490912 4.868187 -2.440838 0.0 -0.1 0.0 -0.09
C -2.867665 4.649144 -2.478008 0.1 -0.1 0.1 -0.08
C -3.432038 3.628632 -1.712140 0.2 0.0 0.0 -0.08
C -2.618335 2.824371 -0.914682 0.0 0.0 -0.1 -0.09
C -1.240428 3.037488 -0.884716 -0.2 0.1 -0.2 -0.11
H 0.396502 4.230332 -1.620214 -0.1 0.0 0.0 0.09
H -1.051882 5.667776 -3.032274 -0.1 -0.1 0.1 0.11
H -3.500886 5.273559 -3.102388 0.1 -0.1 0.1 0.11
H -4.505517 3.460921 -1.737197 0.2 0.0 0.0 0.11
H -3.058518 2.030177 -0.316648 0.1 0.1 -0.1 0.09
H -0.606173 2.407192 -0.267599 -0.1 0.1 0.0 0.06
C -4.042211 -6.458374 -2.048616 0.0 0.2 0.0 -0.09
C -3.581460 -5.652884 -3.089607 0.0 0.1 0.1 -0.09
C -3.648827 -4.264250 -2.980213 0.0 -0.1 0.2 -0.10
C -4.168408 -3.680486 -1.824458 0.1 -0.2 0.0 -0.12
C -4.625689 -4.486021 -0.781916 0.1 -0.1 -0.1 -0.11
C -4.566879 -5.874781 -0.895199 0.1 0.1 -0.1 -0.09
H -3.992691 -7.540601 -2.135653 0.0 0.2 0.0 0.11
H -3.170266 -6.107787 -3.987309 -0.1 0.1 0.1 0.10
H -3.295931 -3.636978 -3.794281 -0.1 -0.1 0.1 0.10
H -4.216471 -2.598287 -1.736999 -0.1 -0.1 0.0 0.09
H -5.029065 -4.030907 0.119365 0.0 -0.1 -0.1 0.10
H -4.928304 -6.502058 -0.085086 0.0 0.1 -0.1 0.10
```
Forces are in eV/Å.

Output
- DFT total energy (Eh) = -1744.5664
- net charge = +1
- Kohn-Sham gap (eV) = 7.60
- molecular weight (g/mol) = 433.0

***

ORCA calculation (ωB97M-V/def2-TZVPD) on the molecule C17H19N5O3.

```
44
Properties=species:S:1:pos:R:3:forces:R:3:lowdin_charge:R:1
N -1.566781 -0.863626 -1.208530 -1.7 1.4 -0.3 0.03
C -2.146097 0.612570 -1.213024 -0.2 0.0 -0.9 -0.21
C -3.681839 0.839557 -1.201170 -0.4 1.2 -1.8 -0.13
C -4.433187 -0.160764 -0.439780 -0.3 -1.7 3.6 -0.26
C -5.756977 -0.168665 -0.059436 1.8 1.2 -2.5 -0.07
N -5.929613 -1.140857 0.834223 0.7 0.1 0.9 0.04
C -4.768582 -1.734240 1.143406 3.1 3.1 -2.3 -0.14
N -3.794465 -1.095113 0.436583 -1.4 -0.5 -0.2 0.07
C -1.421939 1.686151 -0.274878 -1.5 -1.7 -1.4 -0.52
O -1.875129 2.624913 0.311074 -1.8 0.9 1.1 0.08
N -0.155955 1.467400 -0.421546 3.3 1.5 2.7 0.12
C 0.778315 1.954001 0.730145 2.1 -3.9 -1.8 -0.09
C 1.039065 0.752537 1.755141 0.3 -0.2 0.4 -0.08
C 1.732120 -0.380525 1.014871 -1.4 -0.9 1.1 -0.19
C 1.049769 -1.441638 0.410515 -0.9 1.1 2.2 -0.09
N 1.895780 -2.273760 -0.221479 0.7 -1.9 -1.1 0.08
C 3.156057 -1.669930 -0.073908 -0.1 -2.7 -1.1 -0.24
C 4.243452 -2.015798 -0.853254 1.3 -1.4 -0.9 -0.07
C 5.489234 -1.461105 -0.770462 -0.2 0.5 1.5 -0.07
C 5.459936 -0.439058 0.258366 3.4 -0.7 -2.2 -0.12
C 4.382328 -0.047561 0.961347 -0.1 2.2 1.1 -0.07
C 3.117212 -0.640417 0.824129 0.4 0.7 -1.1 -0.16
C 2.196838 2.258338 -0.112207 -3.5 0.2 0.0 -0.38
O 2.707205 1.493737 -0.905035 -0.5 2.4 1.9 0.13
O 2.419476 3.605866 0.032912 1.3 -0.3 -0.8 0.08
H -1.555025 -1.276408 -2.171717 -0.2 1.0 1.0 0.09
H -2.259864 -1.423375 -0.673029 0.8 0.5 -0.2 0.03
H -1.781488 0.977921 -2.188603 -0.3 0.0 0.2 0.13
H -4.035583 1.879801 -0.875413 1.2 -1.3 0.1 0.14
H -4.035381 0.901821 -2.273801 0.3 -0.6 0.9 0.13
H -6.418486 0.592172 -0.404492 -1.1 -0.3 0.1 0.12
H -6.744251 -1.612073 0.939906 -3.2 -1.2 0.9 0.11
H -4.497394 -2.195560 2.056917 -0.4 -1.1 0.4 0.11
H -0.031063 0.692210 -1.037949 1.7 -0.9 0.4 0.11
H 0.431028 2.733868 1.389767 -0.6 0.8 -1.0 0.12
H 0.099635 0.357148 2.292794 1.0 0.9 -1.2 0.14
H 1.688256 1.143514 2.615089 -0.7 -0.4 -1.3 0.13
H -0.002763 -1.644753 0.591445 0.3 -0.1 -0.5 0.11
H 1.748329 -3.321583 -0.501234 0.3 3.2 0.7 0.21
H 4.198168 -2.813223 -1.551103 -0.8 -0.8 -0.6 0.09
H 6.403035 -1.874500 -1.368969 -1.9 1.2 1.3 0.14
H 6.416984 0.102315 0.324547 -0.6 0.1 0.5 0.10
H 4.576275 0.901424 1.491368 -0.6 -0.6 0.2 0.12
H 1.663349 4.117267 0.386485 0.4 -1.0 -0.1 0.12
```
Forces are in eV/Å.

Output
- DFT total energy (Eh) = -1158.5913
- Kohn-Sham gap (eV) = 7.94
- molecular weight (g/mol) = 341.4